(1)
A single C5H8BrFO molecule at a distorted geometry, computed with ωB97M-V/def2-TZVPD.

```
! RIJCOSX wB97M-V def2-TZVPD def2/J DEFGRID3
* xyz 0 1
C 0.602 -0.002 1.280
C 0.321 0.551 -0.107
C 1.466 1.118 -0.884
Br -1.162 1.944 0.220
O -0.112 -0.295 -1.146
C -1.128 -1.136 -0.815
C -1.806 -1.248 0.300
F -2.795 -2.179 0.293
H 1.413 0.568 1.596
H 0.720 -0.979 1.200
H -0.186 0.293 1.909
H 1.426 0.984 -1.962
H 2.574 0.754 -0.675
H 1.681 2.225 -0.793
H -1.545 -1.666 -1.670
H -1.465 -0.932 1.252
*
```

Output
Energy relative to the best compared isomer or geometry (same formula, charge and spin) = 18.0 kcal per mole
HOMO level = -9.2 eV
Max |F| = 0.1046 Eh/bohr


(2)
A molecular structure, C45H61IrN7O, computed with ωB97M-V/def2-TZVPD.

```
! RIJCOSX wB97M-V def2-TZVPD def2/J DEFGRID3
* xyz -1 5
Ir -0.316 0.132 0.071
C 1.398 -5.158 -1.751
C 2.561 -4.544 -0.956
C 2.035 -3.465 -0.057
C 1.371 -3.647 1.103
C 1.334 -4.883 1.944
C 2.421 -4.845 3.027
C 0.680 -2.408 1.428
N 0.819 -1.516 0.421
C 1.837 -2.044 -0.436
C 2.151 -1.513 -1.807
C 1.327 -0.518 -2.505
C 1.480 -0.172 -3.856
C 2.287 -0.919 -4.878
C 3.774 -0.552 -4.890
C 0.686 0.953 -4.063
C 0.071 1.255 -2.808
C -0.808 2.308 -2.586
C -1.451 2.638 -1.358
N -1.390 1.879 -0.220
C -2.180 2.498 0.719
C -2.409 2.016 2.019
C -1.849 0.868 2.606
N -1.004 -0.001 1.985
C -0.738 -1.013 2.890
C 0.001 -2.162 2.604
C -1.402 -0.752 4.116
C -2.100 0.427 3.945
C -2.908 1.181 4.954
C -2.104 2.326 5.585
C -1.291 -1.601 5.345
C 0.047 -1.407 6.071
C -2.742 3.674 0.169
C -2.284 3.758 -1.152
C -2.524 4.858 -2.141
C -1.391 5.894 -2.138
C -3.600 4.649 0.913
C -2.776 5.570 1.825
N 0.461 0.324 -1.869
C 0.618 1.815 -5.282
C 1.495 3.068 -5.122
H 1.753 -5.899 -2.471
H 0.858 -4.377 -2.290
H 0.690 -5.637 -1.073
H 3.296 -4.156 -1.659
H 3.056 -5.324 -0.371
H 1.478 -5.765 1.316
H 0.352 -4.977 2.414
H 3.404 -4.715 2.570
H 2.432 -5.767 3.613
H 2.254 -4.005 3.703
H 2.599 -2.248 -2.469
H 1.867 -0.732 -5.870
H 2.190 -1.995 -4.698
H 3.918 0.480 -5.216
H 4.336 -1.206 -5.563
H 4.188 -0.651 -3.887
H -1.025 2.945 -3.435
H -3.091 2.592 2.632
H 0.010 -2.940 3.357
H -3.246 0.501 5.741
H -3.808 1.593 4.485
H -1.223 1.928 6.091
H -2.699 2.887 6.312
H -1.759 3.012 4.810
H -1.398 -2.656 5.077
H -2.106 -1.357 6.031
H 0.876 -1.648 5.404
H 0.115 -2.049 6.955
H 0.164 -0.370 6.388
H -3.467 5.360 -1.911
H -2.621 4.443 -3.150
H -1.330 6.382 -1.164
H -1.541 6.662 -2.903
H -0.435 5.398 -2.319
H -4.332 4.112 1.526
H -4.162 5.261 0.202
H -2.243 4.976 2.569
H -3.410 6.297 2.341
H -2.032 6.112 1.240
H -0.413 2.124 -5.479
H 0.964 1.254 -6.154
H 1.153 3.658 -4.271
H 1.470 3.695 -6.017
H 2.530 2.777 -4.931
C 5.085 -2.545 -0.745
C 4.468 -1.214 -0.324
C 5.237 -0.078 -1.013
C 4.608 -1.061 1.197
C 2.991 -1.048 -0.639
H 6.159 -2.527 -0.543
H 4.950 -2.727 -1.814
H 4.648 -3.373 -0.187
H 6.273 -0.052 -0.665
H 4.776 0.888 -0.797
H 5.244 -0.213 -2.095
H 5.639 -1.242 1.514
H 3.953 -1.770 1.711
H 4.324 -0.054 1.510
H 2.654 -0.072 -0.297
C -5.638 0.318 -0.820
N -4.566 -0.629 -0.631
C -4.500 -1.519 0.503
C -3.029 -1.973 0.447
O -2.578 -2.867 1.115
N -2.381 -1.189 -0.482
C -3.293 -0.445 -1.074
N -3.032 0.383 -2.106
H -6.582 -0.169 -0.580
H -5.671 0.634 -1.862
H -5.530 1.201 -0.180
H -5.180 -2.366 0.403
H -4.694 -1.010 1.453
H -2.035 0.493 -2.271
H -3.495 1.281 -2.072
*
```

Output
Energy relative to the best compared isomer or geometry (same formula, charge and spin) = 0.0 kcal per mole
HOMO level (alpha / beta) = -1.4 / -3.8 eV
Max |F| = 0.0147 Eh/bohr
⟨S²⟩ = 6.058


(3)
A molecular structure, C20H24N2OPdS4, computed with ωB97M-V/def2-TZVPD.

```
! RIJCOSX wB97M-V def2-TZVPD def2/J DEFGRID3
* xyz 2 1
Pd -1.905 -0.742 -0.642
C -4.071 -2.565 -4.249
C -3.231 -1.775 -3.308
S -3.351 -2.071 -1.703
C -2.323 -0.731 -3.800
C -2.293 -0.349 -5.247
S -1.308 0.017 -2.756
H -4.660 -3.313 -3.724
H -3.447 -3.053 -5.001
H -4.754 -1.893 -4.777
H -3.055 -0.856 -5.830
H -1.316 -0.586 -5.671
H -2.433 0.728 -5.347
O -0.332 0.150 0.420
S 0.979 -0.656 0.171
C 2.113 0.075 1.323
C 3.239 -0.665 1.651
C 4.168 -0.111 2.520
C 3.951 1.152 3.053
C 2.808 1.872 2.725
C 1.874 1.336 1.852
C 1.626 -0.041 -1.363
C 1.762 1.326 -1.581
C 2.298 1.757 -2.781
C 2.691 0.828 -3.741
C 2.554 -0.533 -3.509
C 2.016 -0.979 -2.307
H 3.394 -1.655 1.240
H 5.055 -0.669 2.785
H 4.677 1.579 3.733
H 2.649 2.856 3.146
H 0.978 1.880 1.583
H 1.462 2.037 -0.821
H 2.420 2.815 -2.968
H 3.121 1.171 -4.673
H 2.874 -1.249 -4.254
H 1.906 -2.039 -2.110
S -3.175 -0.969 1.275
C -2.159 -0.249 2.508
N -2.184 1.055 2.706
C -1.470 1.720 3.805
C -1.247 0.731 4.935
C -0.610 -0.535 4.389
N -1.419 -1.030 3.270
H -2.835 1.581 2.146
H -2.073 2.565 4.129
H -0.521 2.106 3.427
H -2.200 0.490 5.409
H -0.603 1.175 5.691
H -0.571 -1.317 5.145
H 0.407 -0.348 4.038
H -1.473 -2.020 3.086
*
```

Output
Energy relative to the best compared isomer or geometry (same formula, charge and spin) = 0.0 kcal per mole
HOMO level = -14.7 eV
Max |F| = 0.0060 Eh/bohr


(4)
A gas-phase ion, CH4NO (charge -1), computed with ωB97M-V/def2-TZVPD.

```
! RIJCOSX wB97M-V def2-TZVPD def2/J DEFGRID3
* xyz -1 1
N 0.705 -0.575 0.322
C -0.339 0.496 -0.012
O -0.957 0.329 -1.162
H 1.168 -0.729 -0.577
H 0.169 -1.425 0.477
H 0.257 1.439 0.054
H -1.002 0.464 0.897
*
```

Output
Energy relative to the best compared isomer or geometry (same formula, charge and spin) = 0.1 kcal per mole
HOMO level = -2.2 eV
Max |F| = 0.0073 Eh/bohr


(5)
A molecular structure, C48H55AsN5O2PdS3, computed with ωB97M-V/def2-TZVPD.

```
! RIJCOSX wB97M-V def2-TZVPD def2/J DEFGRID3
* xyz -1 1
Pd -0.333 0.671 1.039
C 2.535 -1.889 -0.196
C 2.937 -1.223 1.123
C 3.970 -2.078 1.856
C 3.435 0.194 0.900
C 4.645 0.406 0.247
C 5.148 1.682 0.058
C 4.444 2.773 0.539
C 3.227 2.608 1.189
C 2.483 3.832 1.693
C 2.102 4.761 0.539
C 3.295 4.570 2.757
C 2.713 1.313 1.346
N 1.440 1.133 1.950
C 1.378 1.273 3.289
O 2.292 1.569 4.055
C -0.013 1.084 3.832
C -0.391 1.133 5.159
C -1.731 0.927 5.462
C -2.663 0.691 4.458
C -2.216 0.667 3.151
N -0.930 0.867 2.901
C -3.068 0.422 1.931
O -4.267 0.200 2.078
N -2.384 0.488 0.765
C -3.135 0.230 -0.414
C -3.028 -1.035 -1.017
C -3.711 -1.278 -2.204
C -4.498 -0.299 -2.790
C -4.626 0.933 -2.171
C -3.963 1.219 -0.979
C -4.222 2.555 -0.301
C -5.615 2.547 0.344
C -4.120 3.758 -1.246
C -2.238 -2.144 -0.343
C -1.559 -3.121 -1.296
C -3.162 -2.908 0.613
H 2.181 -2.904 -0.015
H 3.377 -1.927 -0.895
H 1.715 -1.346 -0.669
H 2.047 -1.174 1.749
H 4.901 -2.168 1.292
H 3.579 -3.086 2.009
H 4.203 -1.654 2.835
H 5.207 -0.448 -0.112
H 6.097 1.825 -0.445
H 4.851 3.770 0.412
H 1.558 3.494 2.159
H 2.986 5.113 0.003
H 1.563 5.636 0.909
H 1.458 4.248 -0.177
H 4.232 4.955 2.345
H 3.528 3.893 3.579
H 2.730 5.419 3.151
H 0.359 1.310 5.916
H -2.053 0.943 6.496
H -3.709 0.513 4.661
H -3.624 -2.250 -2.674
H -5.022 -0.500 -3.717
H -5.268 1.686 -2.612
H -3.478 2.679 0.490
H -6.384 2.480 -0.431
H -5.781 3.472 0.901
H -5.720 1.703 1.020
H -4.887 3.717 -2.021
H -3.153 3.834 -1.741
H -4.280 4.679 -0.681
H -1.481 -1.682 0.292
H -2.286 -3.788 -1.769
H -0.861 -3.735 -0.725
H -1.000 -2.623 -2.087
H -3.946 -3.426 0.051
H -3.637 -2.234 1.325
H -2.579 -3.640 1.175
S 3.008 -6.701 3.687
C 2.033 -5.510 3.045
S 1.486 -4.148 3.965
C 0.538 -3.545 2.599
N 0.649 -4.318 1.559
N 1.498 -5.393 1.812
C 1.682 -6.279 0.718
C 2.918 -6.851 0.446
C 3.056 -7.690 -0.650
C 1.978 -7.962 -1.479
C 0.748 -7.380 -1.204
C 0.596 -6.542 -0.113
S -0.321 -2.088 2.726
H 3.759 -6.645 1.089
H 4.024 -8.129 -0.854
H 2.096 -8.617 -2.332
H -0.105 -7.576 -1.842
H -0.355 -6.079 0.103
C -0.219 -0.028 -2.789
As 0.271 1.079 -1.277
C 2.060 1.511 -1.884
C -0.736 2.716 -1.639
C -0.665 3.213 -3.046
C -1.612 2.801 -3.983
C -1.539 3.231 -5.299
C -0.519 4.083 -5.701
C 0.425 4.505 -4.775
C 0.351 4.073 -3.459
H 0.030 0.507 -3.705
H -1.278 -0.270 -2.774
H 0.368 -0.943 -2.733
H 1.982 1.900 -2.899
H 2.641 0.591 -1.883
H 2.554 2.230 -1.236
H -0.392 3.457 -0.915
H -1.753 2.438 -1.370
H -2.412 2.139 -3.667
H -2.283 2.901 -6.013
H -0.464 4.420 -6.728
H 1.220 5.175 -5.077
H 1.090 4.406 -2.739
*
```

Output
Energy relative to the best compared isomer or geometry (same formula, charge and spin) = 0.0 kcal per mole
HOMO level = -4.6 eV
Max |F| = 0.0142 Eh/bohr


(6)
A molecular structure, C6H6F14InN3O14S6 at a distorted geometry, computed with ωB97M-V/def2-TZVPD.

```
! RIJCOSX wB97M-V def2-TZVPD def2/J DEFGRID3
* xyz 0 1
In -1.854 4.129 -1.603
C -4.002 6.613 -5.499
F -3.907 7.470 -6.521
F -4.239 7.277 -4.342
F -5.040 5.831 -5.785
S -2.378 5.605 -5.227
O -2.862 4.241 -5.088
O -1.561 5.900 -6.377
N -1.774 6.104 -3.678
S -1.053 7.415 -4.056
O 0.315 7.243 -4.666
O -1.781 8.424 -4.719
C -0.760 8.211 -2.256
F -0.119 9.422 -2.322
F -1.942 8.361 -1.617
F -0.071 7.378 -1.491
C -6.788 3.336 -1.833
F -6.449 4.105 -0.835
F -6.865 2.160 -1.332
F -8.001 3.634 -2.308
S -5.367 3.504 -3.113
O -5.929 3.188 -4.423
O -5.006 4.875 -2.926
N -4.056 2.546 -2.499
S -4.320 1.041 -2.807
O -4.005 0.205 -1.692
O -5.644 0.708 -3.377
C -3.123 0.618 -4.220
F -2.938 -0.664 -4.285
F -3.508 0.954 -5.401
F -2.006 1.204 -4.008
N 0.970 4.779 -0.954
S 1.619 5.280 0.324
O 1.239 6.624 0.806
O 2.949 4.727 0.675
F 0.668 4.403 1.258
S 2.327 5.347 -1.943
O 3.216 4.270 -2.354
O 2.792 6.686 -1.829
F 1.399 5.521 -3.199
C -3.750 6.736 0.605
C -2.511 6.707 1.422
O -1.640 5.658 1.122
O -3.557 6.293 -0.725
H -4.093 7.770 0.564
H -4.493 6.236 1.226
H -2.814 6.703 2.470
H -1.958 7.632 1.259
H -0.807 5.575 1.591
H -4.284 6.769 -1.132
*
```

Output
Energy relative to the best compared isomer or geometry (same formula, charge and spin) = 140.6 kcal per mole
HOMO level = -11.2 eV
Max |F| = 0.1751 Eh/bohr


Question: Look up the max |F| of the fifth one.
Answer: 0.0142 Eh/bohr


Question: What is the energy relative to the best compared isomer or geometry (same formula, charge and spin) in the fifth record?
Answer: 0.0 kcal per mole


Repeat the sixth record exactly.
A molecular structure, C6H6F14InN3O14S6 at a distorted geometry, computed with ωB97M-V/def2-TZVPD.

```
! RIJCOSX wB97M-V def2-TZVPD def2/J DEFGRID3
* xyz 0 1
In -1.854 4.129 -1.603
C -4.002 6.613 -5.499
F -3.907 7.470 -6.521
F -4.239 7.277 -4.342
F -5.040 5.831 -5.785
S -2.378 5.605 -5.227
O -2.862 4.241 -5.088
O -1.561 5.900 -6.377
N -1.774 6.104 -3.678
S -1.053 7.415 -4.056
O 0.315 7.243 -4.666
O -1.781 8.424 -4.719
C -0.760 8.211 -2.256
F -0.119 9.422 -2.322
F -1.942 8.361 -1.617
F -0.071 7.378 -1.491
C -6.788 3.336 -1.833
F -6.449 4.105 -0.835
F -6.865 2.160 -1.332
F -8.001 3.634 -2.308
S -5.367 3.504 -3.113
O -5.929 3.188 -4.423
O -5.006 4.875 -2.926
N -4.056 2.546 -2.499
S -4.320 1.041 -2.807
O -4.005 0.205 -1.692
O -5.644 0.708 -3.377
C -3.123 0.618 -4.220
F -2.938 -0.664 -4.285
F -3.508 0.954 -5.401
F -2.006 1.204 -4.008
N 0.970 4.779 -0.954
S 1.619 5.280 0.324
O 1.239 6.624 0.806
O 2.949 4.727 0.675
F 0.668 4.403 1.258
S 2.327 5.347 -1.943
O 3.216 4.270 -2.354
O 2.792 6.686 -1.829
F 1.399 5.521 -3.199
C -3.750 6.736 0.605
C -2.511 6.707 1.422
O -1.640 5.658 1.122
O -3.557 6.293 -0.725
H -4.093 7.770 0.564
H -4.493 6.236 1.226
H -2.814 6.703 2.470
H -1.958 7.632 1.259
H -0.807 5.575 1.591
H -4.284 6.769 -1.132
*
```

Output
Energy relative to the best compared isomer or geometry (same formula, charge and spin) = 140.6 kcal per mole
HOMO level = -11.2 eV
Max |F| = 0.1751 Eh/bohr


Repeat the third record exactly.
A molecular structure, C20H24N2OPdS4, computed with ωB97M-V/def2-TZVPD.

```
! RIJCOSX wB97M-V def2-TZVPD def2/J DEFGRID3
* xyz 2 1
Pd -1.905 -0.742 -0.642
C -4.071 -2.565 -4.249
C -3.231 -1.775 -3.308
S -3.351 -2.071 -1.703
C -2.323 -0.731 -3.800
C -2.293 -0.349 -5.247
S -1.308 0.017 -2.756
H -4.660 -3.313 -3.724
H -3.447 -3.053 -5.001
H -4.754 -1.893 -4.777
H -3.055 -0.856 -5.830
H -1.316 -0.586 -5.671
H -2.433 0.728 -5.347
O -0.332 0.150 0.420
S 0.979 -0.656 0.171
C 2.113 0.075 1.323
C 3.239 -0.665 1.651
C 4.168 -0.111 2.520
C 3.951 1.152 3.053
C 2.808 1.872 2.725
C 1.874 1.336 1.852
C 1.626 -0.041 -1.363
C 1.762 1.326 -1.581
C 2.298 1.757 -2.781
C 2.691 0.828 -3.741
C 2.554 -0.533 -3.509
C 2.016 -0.979 -2.307
H 3.394 -1.655 1.240
H 5.055 -0.669 2.785
H 4.677 1.579 3.733
H 2.649 2.856 3.146
H 0.978 1.880 1.583
H 1.462 2.037 -0.821
H 2.420 2.815 -2.968
H 3.121 1.171 -4.673
H 2.874 -1.249 -4.254
H 1.906 -2.039 -2.110
S -3.175 -0.969 1.275
C -2.159 -0.249 2.508
N -2.184 1.055 2.706
C -1.470 1.720 3.805
C -1.247 0.731 4.935
C -0.610 -0.535 4.389
N -1.419 -1.030 3.270
H -2.835 1.581 2.146
H -2.073 2.565 4.129
H -0.521 2.106 3.427
H -2.200 0.490 5.409
H -0.603 1.175 5.691
H -0.571 -1.317 5.145
H 0.407 -0.348 4.038
H -1.473 -2.020 3.086
*
```

Output
Energy relative to the best compared isomer or geometry (same formula, charge and spin) = 0.0 kcal per mole
HOMO level = -14.7 eV
Max |F| = 0.0060 Eh/bohr